{
  "formula": "C11H8N2S",
  "method": "ωB97M-V/def2-TZVPD",
  "charge": 0,
  "e_homo_ev": -8.1,
  "multiplicity": 1,
  "e_above_lowest_kj_mol": 227.89,
  "orbital_gap_ev": 7.889,
  "smiles": "Cc1nc(C#Cc2ccccn2)cs1",
  "elements": ["C", "C", "C", "C", "C", "C", "C", "C", "C", "C", "C", "H", "H", "H", "H", "H", "H", "H", "H", "N", "N", "S"],
  "coordinates": [[1.820091, 3.422482, -3.378830], [0.946734, 3.073125, -2.071844], [-0.009839, 1.934817, -0.473876], [-0.366527, 3.203385, 0.040165], [-0.233829, 0.781931, 0.125467], [-0.230024, -0.429423, 0.391615], [-0.380318, -1.640227, 1.110153], [0.171147, -2.989005, 0.731651], [-0.360365, -4.094911, 1.419585], [-1.330564, -4.019419, 2.510856], [-1.629603, -2.682121, 2.889214], [1.369213, 4.147846, -4.112861], [2.816770, 3.957459, -2.886210], [2.298159, 2.680629, -4.009932], [-0.815652, 3.442185, 1.171632], [0.971500, -3.095669, -0.007321], [-0.112413, -5.007008, 0.867265], [-1.825417, -4.810053, 2.928078], [-2.676471, -2.505769, 3.555864], [0.715049, 1.858958, -1.616183], [-1.310695, -1.601694, 2.052180], [0.173055, 4.372482, -1.236668]],
  "atomic_forces_ev_per_a": [[1.8, 2.2, 2.3], [0.4, -0.8, -2.6], [-0.1, 5.5, 0.1], [-0.1, -0.1, 0.4], [-0.6, -7.9, 2.7], [0.1, 3.4, -0.2], [-0.3, -4.0, -0.1], [-1.2, 1.9, 2.0], [-0.5, 0.5, -0.6], [2.8, 4.5, -2.3], [-3.2, 0.0, -1.9], [0.1, -0.5, 1.2], [-2.5, -1.0, -1.4], [-0.6, -1.0, 0.5], [1.2, -0.5, -3.7], [-0.6, 0.0, 0.1], [-0.1, -0.3, 1.0], [-0.8, -2.0, 1.0], [3.5, -0.3, -1.5], [1.0, 2.2, -1.5], [-0.2, -0.8, 2.5], [-0.1, -1.2, 1.9]],
  "mulliken_charge": [-0.984, 0.643, -0.017, -0.546, 0.786, 0.234, -0.132, -0.499, -0.211, -0.495, -0.214, 0.270, 0.234, 0.325, 0.310, 0.378, 0.319, 0.458, 0.231, -0.518, -0.412, -0.159]
}

=====

{
  "formula": "C14H17Cl4F2N2O6S2",
  "method": "ωB97M-V/def2-TZVPD",
  "charge": -1,
  "e_homo_ev": -6.5,
  "multiplicity": 1,
  "e_above_lowest_kj_mol": 220.95,
  "orbital_gap_ev": 8.579,
  "elements": ["O", "C", "F", "N", "C", "O", "F", "S", "O", "O", "N", "S", "O", "O", "C", "C", "C", "C", "C", "C", "C", "C", "H", "H", "H", "H", "H", "H", "H", "H", "H", "Cl", "C", "C", "Cl", "H", "H", "H", "H", "Cl", "C", "C", "Cl", "H", "H", "H", "H"],
  "coordinates": [[1.675425, -2.681427, 3.917376], [1.604739, -2.686662, 2.743312], [1.378285, -3.930480, 2.130487], [1.782101, -1.563051, 1.860921], [0.862377, -1.565616, 0.752948], [1.069719, -0.952687, -0.241518], [-0.312428, -2.326082, 0.754041], [1.841469, -0.017128, 2.712183], [3.157541, -0.004057, 3.370907], [1.848582, 1.088211, 1.731108], [0.685656, 0.136606, 3.895113], [-0.507313, 1.264358, 3.488419], [-0.108902, 2.672980, 3.623814], [-1.623919, 1.035007, 4.441966], [-1.219631, 0.878710, 1.829543], [-2.695959, 1.439467, 1.650656], [-3.699649, 0.306568, 2.073850], [-4.628769, 0.581194, 3.175585], [-5.581806, -0.468900, 3.628636], [-5.573164, -1.792917, 2.960815], [-4.661378, -2.091029, 1.836854], [-3.744448, -1.027851, 1.416787], [-1.231603, -0.243471, 1.751804], [-0.546711, 1.249209, 1.006998], [-2.813653, 1.640685, 0.542949], [-2.819161, 2.388657, 2.231042], [-4.621067, 1.583772, 3.673748], [-6.306788, -0.273662, 4.451854], [-6.264797, -2.599698, 3.299212], [-4.600207, -3.067540, 1.303653], [-3.013882, -1.178986, 0.572075], [1.941296, -1.281202, -4.889945], [1.459288, 0.224339, -4.062728], [0.198932, 0.050081, -3.247716], [-1.238972, -0.190884, -4.275447], [1.345345, 1.002590, -4.817520], [2.286129, 0.503585, -3.408392], [0.016582, 0.945948, -2.653662], [0.275064, -0.797454, -2.568872], [6.265601, 1.727046, -7.297955], [6.261690, 1.312540, -5.564462], [4.884670, 1.431405, -4.951779], [4.338569, 3.124933, -4.848267], [6.981204, 1.957811, -5.061174], [6.613162, 0.283136, -5.484970], [4.898154, 1.040683, -3.933384], [4.142625, 0.871261, -5.520871]],
  "atomic_forces_ev_per_a": [[0.2, 0.3, -0.5], [0.0, -0.9, 0.9], [0.4, 2.1, -0.4], [-3.0, -2.6, -0.3], [0.1, 0.3, -1.9], [-0.1, -0.2, 0.7], [1.8, 0.6, 1.3], [3.1, 6.2, 3.4], [-2.0, -2.0, -0.7], [-1.4, -2.7, 0.1], [0.1, 0.0, -3.2], [-1.9, 1.2, 2.8], [0.5, -1.6, -1.4], [1.4, -0.8, -1.5], [0.3, -0.1, -0.9], [0.4, -1.5, -0.2], [-1.8, -0.9, 1.0], [-0.5, -2.4, -0.8], [1.8, -0.7, -2.3], [1.2, 1.4, -0.6], [0.4, 3.0, 1.2], [-0.7, 1.0, 1.2], [-0.1, 1.1, 0.3], [-0.5, -0.2, 1.1], [0.0, -0.1, 1.2], [-0.1, -0.9, -0.5], [0.1, -1.2, -0.5], [0.8, -0.2, -0.8], [0.6, 0.9, -0.2], [-0.3, 0.9, 0.7], [-0.9, -0.1, 1.0], [0.0, 0.0, -0.1], [0.0, 0.3, 0.1], [0.1, 0.0, 0.2], [0.0, 0.0, -0.1], [0.0, -0.1, 0.0], [-0.1, -0.1, 0.1], [0.1, 0.0, -0.1], [0.0, 0.1, -0.1], [0.0, 0.0, 0.0], [0.0, -0.1, 0.2], [0.0, -0.2, 0.0], [0.0, 0.0, 0.0], [-0.1, 0.0, -0.1], [-0.1, 0.0, 0.0], [0.1, 0.0, 0.0], [0.1, 0.1, 0.0]],
  "mulliken_charge": [-0.367, 0.544, -0.258, 0.078, 0.350, -0.370, -0.246, 1.162, -0.702, -0.600, -0.497, 1.210, -0.693, -0.688, -0.418, -0.859, 0.597, -0.310, -0.588, -0.276, -0.735, -0.068, 0.004, 0.488, 0.348, 0.365, 0.256, 0.323, 0.299, 0.334, 0.302, -0.210, -0.314, -0.325, -0.212, 0.354, 0.251, 0.312, 0.162, -0.195, -0.472, -0.352, -0.186, 0.341, 0.306, 0.304, 0.254]
}

=====

{
  "formula": "C5H8O",
  "method": "ωB97M-V/def2-TZVPD",
  "charge": 0,
  "e_homo_ev": -7.8,
  "multiplicity": 1,
  "e_above_lowest_kj_mol": 269.87,
  "orbital_gap_ev": 8.626,
  "elements": ["C", "C", "C", "C", "C", "O", "H", "H", "H", "H", "H", "H", "H", "H"],
  "coordinates": [[-1.560794, -1.006093, -0.413569], [-0.520632, 0.036706, -0.490331], [-0.140648, 1.028022, 0.536258], [1.364496, 0.923568, 0.366436], [1.797710, -0.342104, 0.235974], [0.906556, -1.264739, -0.040683], [-1.624700, -1.384485, 0.605428], [-2.531232, -0.633915, -0.753224], [-1.238708, -1.809505, -1.079809], [-0.347564, 0.452653, -1.498267], [-0.499758, 0.747964, 1.540176], [-0.445500, 2.063135, 0.329365], [1.987607, 1.790059, 0.278751], [2.853166, -0.601260, 0.383491]],
  "atomic_forces_ev_per_a": [[-0.2, -0.1, 0.1], [0.6, -1.1, 0.3], [0.2, -0.2, -0.2], [0.6, 0.4, 0.5], [0.1, 0.7, -0.1], [-1.3, 1.5, -0.7], [-0.2, -0.1, -0.1], [0.0, 0.1, 0.0], [-0.3, 0.0, 0.1], [0.4, -0.7, 0.3], [0.2, 0.0, -0.2], [-0.2, -0.4, -0.3], [0.3, 0.2, 0.5], [-0.3, -0.2, -0.3]],
  "mulliken_charge": [-1.236, 0.263, -0.347, -0.594, -0.032, -0.534, 0.301, 0.383, 0.319, 0.302, 0.203, 0.272, 0.354, 0.348]
}

=====

{
  "formula": "C16H17F3N5O3OsS2",
  "method": "ωB97M-V/def2-TZVPD",
  "charge": 3,
  "e_homo_ev": [-17.6, -17.9],
  "s2": 6.061,
  "multiplicity": 5,
  "e_above_lowest_kj_mol": 7.70,
  "orbital_gap_ev": [8.032, 5.066],
  "elements": ["Os", "O", "C", "N", "F", "C", "F", "F", "C", "C", "C", "N", "C", "C", "H", "H", "H", "H", "N", "C", "C", "N", "H", "H", "H", "H", "H", "H", "H", "H", "H", "O", "S", "O", "N", "C", "S", "C", "C", "C", "C", "C", "C", "H", "H", "H", "H"],
  "coordinates": [[0.616258, 0.711607, -0.247733], [4.548169, 1.044953, 0.708667], [3.508375, 0.701010, 0.281659], [2.422830, 0.559758, -0.136085], [-5.998421, 2.279188, -1.059009], [-5.612081, 1.340484, -0.093858], [-6.185049, 0.139448, -0.446869], [-6.218115, 1.762756, 1.080346], [-4.065535, 1.358279, 0.014545], [-3.328081, 2.038669, -0.962894], [-1.961015, 1.899356, -0.990125], [-1.337647, 1.197852, -0.005880], [-2.041451, 0.665719, 1.020351], [-3.394267, 0.608774, 0.989943], [-3.784247, 2.669296, -1.720719], [-1.402113, 2.294676, -1.848044], [-1.518648, 0.231491, 1.858554], [-3.919298, 0.004095, 1.727179], [3.616640, 5.433672, 0.776522], [2.743781, 4.888707, -0.338983], [2.507917, 3.383941, -0.119160], [1.089574, 2.906673, -0.160163], [4.066203, 6.317674, 0.420714], [4.367015, 4.783124, 1.035211], [3.027738, 5.682525, 1.641662], [3.278090, 5.029127, -1.252088], [1.825672, 5.463396, -0.416484], [3.018110, 2.976773, 0.758253], [3.003131, 2.876258, -0.947896], [0.809134, 3.145356, -1.097583], [0.464760, 3.468862, 0.457736], [3.303494, -4.590040, 1.667350], [2.617435, -4.628416, 0.390281], [3.370711, -5.034772, -0.809654], [2.195019, -2.955733, -0.058726], [0.909221, -2.808779, -0.141763], [0.056074, -1.377123, -0.912553], [0.136487, -4.071528, 0.111889], [-1.230985, -4.278426, -0.135362], [-1.665785, -5.587529, -0.325802], [-0.796159, -6.692226, -0.167757], [0.574211, -6.479625, 0.128393], [0.960994, -5.173120, 0.374096], [-1.851259, -3.399192, -0.360381], [-2.720867, -5.843024, -0.589765], [-1.220039, -7.644678, -0.380958], [1.214016, -7.299265, 0.282938]],
  "atomic_forces_ev_per_a": [[-0.8, 0.2, -0.1], [-0.8, -0.8, -0.5], [4.4, 1.3, 1.8], [-0.3, -1.5, -1.0], [0.8, -1.7, 1.5], [-2.7, 1.5, -0.3], [1.6, 1.8, 0.7], [1.4, -1.0, -1.7], [-0.6, -0.7, -0.6], [-0.5, 0.2, 0.1], [-0.3, -0.5, 0.5], [-0.7, 0.8, -0.2], [0.5, -0.1, -0.4], [-1.5, 0.5, -0.1], [-0.2, -0.3, 0.2], [0.0, -0.2, 0.6], [0.4, -0.2, -0.2], [0.0, 0.4, -0.1], [-1.0, 1.7, 0.4], [-0.2, -0.7, 0.9], [0.2, -0.6, -0.3], [-0.3, 1.1, 0.4], [-0.3, -0.8, 0.7], [-0.1, 0.1, 0.1], [1.3, -0.4, -1.4], [0.5, 0.2, -0.5], [0.0, 0.2, 0.3], [-0.3, 0.4, 0.2], [-0.1, 0.0, 0.0], [-0.6, 0.2, -0.5], [0.6, -0.6, -0.4], [-2.0, -0.3, -1.7], [5.2, 1.4, -1.0], [-2.4, 0.3, 2.5], [-0.9, -0.4, 0.6], [0.3, -0.5, -0.3], [0.0, -1.3, 0.7], [-0.6, 1.3, -0.6], [-0.8, -0.4, -0.8], [-1.3, 0.9, 0.3], [0.6, 1.1, -0.3], [-0.9, 1.5, 1.1], [0.3, -2.0, -0.9], [0.1, -0.6, 0.3], [1.0, 0.6, 0.2], [0.1, -0.9, 0.1], [0.9, -0.9, -0.1]],
  "mulliken_charge": [0.872, -0.422, 0.781, -0.334, -0.254, 0.687, -0.202, -0.211, 0.371, -0.613, 0.064, -0.290, -0.252, -0.734, 0.489, 0.428, 0.514, 0.488, -0.361, -0.618, -0.949, -0.727, 0.400, 0.362, 0.389, 0.362, 0.405, 0.528, 0.450, 0.393, 0.345, -0.524, 1.063, -0.492, -0.364, 0.544, -0.382, 0.595, -0.590, -0.363, -0.376, -0.681, 0.436, 0.399, 0.392, 0.469, 0.514]
}

=====

{
  "formula": "C10H23N3O4P",
  "method": "ωB97M-V/def2-TZVPD",
  "charge": 1,
  "e_homo_ev": -12.9,
  "multiplicity": 1,
  "orbital_gap_ev": 10.148,
  "elements": ["C", "C", "O", "C", "N", "C", "P", "O", "O", "O", "C", "C", "N", "C", "C", "H", "H", "H", "H", "H", "H", "H", "H", "H", "H", "H", "H", "H", "H", "H", "H", "H", "H", "H", "H", "C", "C", "N", "H", "H", "H"],
  "coordinates": [[2.812598, -1.042848, -0.466870], [1.934045, 0.287837, 0.039557], [1.734804, 0.128777, 1.468754], [0.687367, 0.499206, -0.935726], [-0.681059, -0.011697, -0.546330], [-0.550506, -1.497199, -0.299028], [-2.166935, -2.435027, 0.082913], [-2.791639, -2.070190, 1.525090], [-3.347505, -2.449621, -1.196074], [-1.675981, -4.136201, 0.268977], [-1.492389, 0.126413, -1.846778], [-2.959458, 0.805148, -1.701045], [-3.057442, 1.904182, -0.629998], [-2.822741, 1.074937, 0.650637], [-1.270627, 0.646603, 0.655294], [3.921319, -0.863791, -0.066672], [2.772549, -1.203317, -1.625173], [2.400706, -1.961769, 0.160317], [2.687205, 1.202352, -0.108094], [1.929279, 1.003982, 1.916632], [0.957263, -0.044398, -1.965240], [0.582742, 1.651374, -1.229813], [-0.012421, -1.947918, -1.264687], [0.182326, -1.776804, 0.601373], [-4.260863, -2.319772, -0.797790], [-2.503856, -4.702565, 0.281907], [-1.588929, -0.938524, -2.378343], [-0.916470, 0.794554, -2.654463], [-3.861087, 0.078621, -1.543787], [-3.179789, 1.374283, -2.727750], [-4.069389, 2.206449, -0.528032], [-3.620708, 0.222027, 0.617356], [-3.086121, 1.735936, 1.605934], [-0.623841, 1.613383, 0.923311], [-1.097269, -0.086806, 1.581259], [4.921788, 1.924573, 2.536890], [4.684947, 2.203976, 1.061705], [4.488436, 2.435696, -0.162195], [5.933908, 2.229804, 2.816231], [4.201799, 2.482137, 3.142138], [4.803944, 0.856198, 2.737615]],
  "atomic_forces_ev_per_a": [[0.0, 0.4, 1.7], [2.8, -0.3, -1.0], [-0.2, 1.5, -0.7], [1.7, 1.6, -1.6], [-0.2, -1.2, -1.2], [1.9, -2.6, -0.8], [-3.9, -3.0, 5.4], [2.4, -0.5, -6.0], [1.6, 0.4, 2.6], [-1.4, 3.2, -1.4], [-1.7, 0.7, -2.8], [-1.6, 1.5, -1.3], [-0.1, -2.3, 1.0], [-0.8, 0.8, -0.4], [-0.2, 1.5, 4.3], [-2.4, -0.5, -1.2], [0.2, 0.3, 2.3], [0.9, 1.7, -1.6], [-2.0, -1.9, -0.1], [-0.4, -1.5, -0.9], [-0.6, 1.2, 2.4], [-0.1, -2.5, 0.9], [-1.3, 0.8, 2.1], [-1.8, 1.0, -1.7], [1.6, -0.2, -0.3], [1.2, 1.1, 0.0], [0.1, 2.4, 1.4], [-1.1, -1.4, 2.3], [2.0, 0.8, -0.3], [0.7, -1.5, 2.1], [1.6, -0.4, -0.7], [1.9, 1.0, 0.5], [1.0, -1.5, -2.0], [-1.5, -2.1, -1.0], [-0.4, 1.6, -2.1], [-0.2, 0.2, -1.2], [-1.2, 1.6, -7.9], [1.5, -1.9, 9.7], [-0.2, 0.0, -0.2], [0.1, 0.0, -0.2], [0.0, 0.1, -0.2]],
  "mulliken_charge": [-1.006, 0.592, -0.544, -1.189, 0.643, -0.804, 0.877, -0.610, -0.533, -0.547, -0.419, -0.418, -0.569, -0.582, -0.429, 0.279, 0.298, 0.275, -0.017, 0.363, 0.495, 0.396, 0.576, 0.256, 0.379, 0.344, 0.259, 0.446, 0.234, 0.330, 0.302, 0.299, 0.330, 0.369, 0.264, -0.863, 0.543, -0.534, 0.326, 0.301, 0.289]
}